1.
Molecular formula: C13H30N5O4S
Method: DFT, ωB97M-V with the def2-TZVPD basis set

The geometry in ORCA input format:
```
! wB97M-V def2-TZVPD RIJCOSX def2/J DEFGRID3
* xyz 1 1
C 3.48211 0.31357 0.64050
C 3.51879 -1.24709 0.56446
O 4.76043 -1.74798 1.06929
C 3.30884 -1.77443 -0.88546
N 1.90656 -1.52603 -1.26977
C 0.99653 -2.53703 -0.68019
C -0.22512 -1.78625 -0.03931
O 0.10118 -0.42558 0.29465
C -0.90659 0.18723 1.06444
O -2.16032 -0.39706 1.09047
C -2.97985 -0.02317 -0.03614
C -3.75461 -1.28416 -0.51469
C -4.38871 -2.12532 0.63915
O -4.80971 -0.86792 -1.38101
N -0.42567 -0.09826 2.44972
C -0.25425 0.79334 3.37742
S -0.67127 2.36046 2.62467
C -0.84086 1.74979 0.85261
C 0.42835 2.32880 0.16521
C 0.26124 2.64773 -1.36400
N -0.87013 3.50533 -1.69759
N 1.46544 3.40727 -1.75330
N 0.21697 1.45471 -2.21935
H 2.71479 0.65416 1.36961
H 4.45894 0.69467 0.98703
H 3.18514 0.73692 -0.33594
H 2.70979 -1.64754 1.21201
H 4.63885 -1.79968 2.01503
H 3.99119 -1.22697 -1.55778
H 3.50185 -2.86433 -0.85594
H 1.79854 -1.54052 -2.27451
H 1.50204 -3.20414 0.03558
H 0.60667 -3.15396 -1.50996
H -1.01070 -1.74194 -0.81916
H -0.60745 -2.38114 0.81277
H -3.66614 0.81571 0.19040
H -2.31863 0.28498 -0.87584
H -3.12058 -1.95469 -1.11572
H -5.49086 -2.05847 0.63788
H -4.10224 -3.18429 0.49665
H -4.05494 -1.84252 1.65393
H -5.10077 0.01317 -1.14495
H -0.26176 -1.06672 2.71256
H 0.07136 0.59179 4.40237
H -1.79310 2.24063 0.58571
H 0.67266 3.28002 0.67574
H 1.31171 1.66888 0.26056
H -1.73038 3.14094 -1.30473
H -0.69820 4.45564 -1.39535
H 2.20635 3.22789 -1.08476
H 1.77136 3.11181 -2.67268
H -0.47945 0.81350 -1.85438
H 1.13460 1.02824 -2.23792
*
```

* orbital gap: 7.7 eV

2.
Molecular formula: C13H30O6S4
Method: DFT, ωB97M-V with the def2-TZVPD basis set

The geometry in ORCA input format:
```
! wB97M-V def2-TZVPD RIJCOSX def2/J DEFGRID3
* xyz 0 1
C -0.89374 -4.08041 -1.03368
C 0.17967 -3.72861 -2.07653
C 0.26315 -2.19933 -2.28897
C 1.68899 -1.66226 -2.51420
C 2.11248 -0.49362 -1.60860
C 1.10525 0.65964 -1.52046
C 1.28508 1.57362 -0.30650
C 0.93139 1.00865 1.06961
O 2.11912 0.51295 1.74902
S 2.04708 -1.05701 2.05046
O 3.23252 -1.65458 1.55021
O 1.72114 -1.31545 3.41265
O 0.78658 -1.37350 1.11476
C -0.01825 -0.16803 1.22724
S -1.59785 -0.18006 0.40201
H -1.89793 -3.88805 -1.41189
H -0.79388 -5.11097 -0.69231
H -0.75680 -3.45071 -0.15156
H 1.13552 -4.07956 -1.68555
H -0.07420 -4.21057 -3.02004
H -0.34473 -1.94663 -3.16214
H -0.20844 -1.71037 -1.43668
H 1.85815 -1.39309 -3.55954
H 2.38404 -2.48140 -2.31118
H 3.02403 -0.07109 -2.04299
H 2.40746 -0.88666 -0.63902
H 0.06775 0.33719 -1.61875
H 1.28220 1.28322 -2.40198
H 0.77371 2.52704 -0.42620
H 2.35071 1.82567 -0.26144
H 0.44726 1.79508 1.65051
H -0.29115 -0.14679 2.28963
H -2.39249 0.10917 1.43892
C 0.81290 3.99468 -3.61731
S 0.64950 5.20934 -2.30475
O 0.08527 4.50681 -1.11992
C -0.70504 6.11928 -3.05614
H 1.59147 3.29429 -3.32382
H -0.13124 3.46537 -3.74772
H 1.10426 4.49782 -4.53923
H -1.54676 5.44689 -3.22099
H -0.36949 6.55438 -3.99747
H -0.99267 6.91103 -2.36797
C -3.69163 -0.93023 5.09794
S -2.26414 -1.03461 4.01173
O -2.57493 -2.06586 2.98839
C -1.15911 -1.78879 5.20518
H -4.51809 -0.51539 4.52443
H -3.94912 -1.92950 5.44764
H -3.46271 -0.27435 5.93785
H -1.59500 -2.72684 5.54887
H -1.00756 -1.10384 6.03983
H -0.20972 -1.97393 4.70862
*
```

* orbital gap: 9.5 eV
* energy relative to the best compared isomer or geometry (same formula, charge and spin): 0.0 kcal/mol

3.
Molecular formula: C13H31BClNO6S
Method: DFT, ωB97M-V with the def2-TZVPD basis set

The geometry in ORCA input format:
```
! wB97M-V def2-TZVPD RIJCOSX def2/J DEFGRID3
* xyz 0 1
C 3.34447 -1.13585 -1.63061
C 2.11409 -0.20985 -1.61829
C 2.00841 0.58174 -0.31287
C 3.17982 1.57594 -0.25395
C 0.71546 1.37980 -0.09072
S 1.04351 2.22387 1.60827
O 0.57112 2.35474 -1.03479
B -0.80702 2.92192 -0.77290
Cl -1.57262 3.27537 -2.51753
O -1.49504 1.85348 -0.02093
C -0.69603 0.69356 -0.07662
C -0.96466 -0.23065 1.11548
C -0.65238 -1.71507 0.91773
C -0.30365 -2.43755 2.22605
O -1.06342 -3.62380 2.44672
C -0.99753 0.02034 -1.46104
O -2.34303 0.15340 -1.87026
C -3.19997 -0.89349 -1.58800
O -3.49758 -1.05643 -0.22520
C -4.61436 -0.32519 0.23845
C -5.02160 -0.86018 1.58503
O -3.95087 -0.75397 2.51517
H 4.14104 -0.76180 -2.28458
H 3.76193 -1.25522 -0.62529
H 3.09966 -2.13333 -1.99024
H 1.22291 -0.80887 -1.77480
H 2.16825 0.49283 -2.45247
H 2.09948 -0.12527 0.51759
H 2.85855 2.56324 -0.58986
H 3.95897 1.22499 -0.93754
H 3.58926 1.65921 0.75865
H -0.19803 2.17028 2.09379
H -0.80898 3.97538 -0.19003
H -2.01263 -0.11555 1.38161
H -0.38744 0.11084 1.97215
H 0.16697 -1.85177 0.20494
H -1.51905 -2.21859 0.47832
H 0.73944 -2.75958 2.22269
H -0.43249 -1.75791 3.07567
H -1.94525 -3.47554 2.07787
H -0.40742 0.53344 -2.21609
H -0.75039 -1.04774 -1.47373
H -2.78007 -1.85696 -1.91244
H -4.10680 -0.66988 -2.15652
H -4.36161 0.73834 0.30880
H -5.46051 -0.44397 -0.45121
H -5.89401 -0.29283 1.92075
H -5.30842 -1.91161 1.49196
H -4.25914 -0.30859 3.31525
N 6.22188 1.31012 -0.38890
H 7.20283 1.55882 -0.25784
H 5.90808 0.66771 0.34315
H 5.61637 2.13749 -0.34470
H 6.07950 0.86017 -1.29615
*
```

* orbital gap: 5.2 eV

4.
Molecular formula: C13H31CuNO7
Method: DFT, ωB97M-V with the def2-TZVPD basis set

The geometry in ORCA input format:
```
! wB97M-V def2-TZVPD RIJCOSX def2/J DEFGRID3
* xyz -1 1
Cu 22.02068 22.51250 14.04642
C 17.80607 24.13768 15.77121
O 18.67344 23.93043 16.63641
O 18.16307 24.44087 14.65867
O 16.89363 24.90827 16.15331
C 25.36603 24.06015 10.41465
O 26.19283 23.22741 11.27246
C 26.96712 23.96032 12.15265
C 26.26691 24.77295 13.30692
N 25.41463 24.03421 14.28435
C 26.20454 23.16065 15.16052
C 25.33818 22.46095 16.31966
O 24.60686 21.43191 15.64580
C 23.77066 20.53601 16.44032
H 24.64539 24.52753 11.08572
H 24.80850 23.56537 9.61939
H 25.99337 24.88995 10.08912
H 27.68644 24.49729 11.53433
H 27.52023 23.18857 12.68798
H 25.68445 25.58585 12.87326
H 26.96541 25.31351 13.94565
H 25.14072 24.87150 14.77834
H 26.99942 23.72532 15.64775
H 26.73801 22.31572 14.72510
H 24.62971 23.19836 16.69701
H 26.01246 22.15306 17.11881
H 22.97393 19.99457 15.93025
H 23.35553 21.06571 17.29776
H 24.39290 19.69863 16.75608
C 15.50528 17.77780 16.54462
C 15.82102 17.43832 15.05575
C 14.74753 17.77012 14.07772
O 17.01481 18.09692 14.75423
H 16.27757 17.79314 17.31367
H 14.79130 17.03261 16.89535
H 15.03922 18.73963 16.75856
H 16.20716 16.42527 15.16849
H 15.21426 17.68092 13.09674
H 14.39110 18.79966 14.11068
H 13.86335 17.15083 14.22872
H 16.87370 19.04553 14.71151
C 24.22343 17.79756 9.11615
C 24.13207 18.03412 10.64294
C 25.39198 17.58102 11.27321
O 23.95330 19.45326 10.58305
H 23.30217 17.90207 8.54303
H 24.80371 16.87497 9.13057
H 24.97515 18.45103 8.67346
H 23.24799 17.50414 10.99739
H 25.35605 17.69071 12.35709
H 26.31893 18.07180 10.97659
H 25.59347 16.51006 11.24947
H 24.75898 19.81938 10.21098
*
```

* orbital gap: 2.9 eV
* energy relative to the best compared isomer or geometry (same formula, charge and spin): 184.1 kcal/mol

It is found that the HOMO level values, taken in the order of the records, are -0.4411, -0.3345, -0.2698, -0.0656 Ha.